{"formula": "C6H7NO4Sn", "method": "ωB97M-V/def2-TZVPD", "symbols": ["Sn", "O", "C", "C", "O", "C", "O", "C", "O", "C", "H", "H", "C", "H", "H", "N", "H", "H", "H"], "xyz": [[0.10481, -0.01076, -0.07083], [2.75958, -0.14136, -1.94187], [1.82573, -0.15864, -1.24826], [-1.48341, -0.39623, 1.30793], [-2.32819, -0.64309, 2.06450], [-0.97392, -1.01873, -1.54827], [-1.60170, -1.51609, -2.39358], [1.26842, 0.69492, 1.51384], [1.89460, 1.15572, 2.38078], [0.01316, 1.93851, -1.09447], [0.92463, 2.46204, -0.76222], [-0.09943, 1.67999, -2.16017], [-1.11958, 1.83124, -0.20479], [-2.09500, 1.48939, -0.59082], [-1.07193, 2.27078, 0.80610], [0.47046, -2.33267, 0.96094], [-0.36850, -2.74597, 0.64330], [0.55371, -2.04177, 1.90122], [1.32657, -2.51727, 0.43666]], "forces_ev_per_angstrom": [[-0.243, -0.291, 0.333], [-3.433, 0.305, 2.344], [5.326, -1.174, -3.244], [-4.408, -1.992, 4.346], [2.887, 1.227, -2.801], [-3.566, -3.187, -4.806], [2.476, 1.953, 3.280], [3.724, 2.386, 5.155], [-2.427, -1.794, -3.418], [0.728, 0.301, -0.701], [-0.622, 0.134, -0.453], [0.039, 0.638, 0.448], [-1.042, 0.546, 0.459], [0.404, 0.613, 0.177], [-0.243, 0.120, -0.706], [1.201, 2.847, -2.469], [-0.663, -1.200, 0.104], [0.171, -0.565, 1.240], [-0.310, -0.867, 0.712]], "de_lowest_kcal_mol": 48.6, "charge": 2, "orbital_gap_ev": [5.69, 4.96], "spin_multiplicity": 1, "lumo_energy_ha": [-0.3586, -0.3662]}